1.
ORCA calculation (the ωB97M-V functional and the def2-TZVPD basis) on a structure of composition C13H17N5OS2Tc.

Output
- HOMO level (alpha / beta) (eV) = -7.731 / -8.181
- lowest unoccupied orbital energy (alpha / beta) (hartree) = -0.0284 / -0.0510
- net charge = 0
- frontier orbital gap (alpha / beta) (eV) = 7.0 / 6.8
- spin multiplicity = 4

Last column: Löwdin charge in e.
Atoms and positions in Å:
Tc1 -1.75843 -0.26378 0.09870  0.906
S1 -2.54398 -0.17943 2.32061  0.540
S2 -3.94797 -0.82430 -0.51710  0.569
O1 4.51645 -1.63857 1.50202  -0.120
N1 2.28312 0.03250 1.84601  -0.068
N2 -5.54638 -0.53838 4.39120  0.169
N3 0.06019 -0.17569 0.79977  -0.041
N4 -1.37816 0.43174 -1.49198  -0.209
N5 -7.31731 -1.43854 0.82194  0.172
C1 -6.19974 -1.18057 0.91097  -0.283
C2 -0.72116 1.11322 -2.54704  -0.728
C3 4.07833 -0.81851 0.43436  -0.178
C4 -1.02450 0.37177 -3.85860  -0.049
C5 -4.23169 -0.55915 2.17882  -0.754
C6 3.39725 0.43611 0.96778  -0.090
C7 -4.97820 -0.55554 3.39076  -0.288
C8 1.09769 -0.09955 1.31197  -0.189
C9 3.44271 -2.06030 2.32402  -0.176
C10 -1.25947 2.55320 -2.62664  -0.048
C11 -4.81377 -0.86088 0.98625  -0.749
C12 0.80278 1.13415 -2.30482  -0.069
C13 2.71240 -0.86395 2.92860  -0.092
H1 3.39068 -0.30452 3.57305  0.135
H2 3.37071 -1.36761 -0.20270  0.131
H3 -2.10149 0.26278 -3.98269  0.083
H4 -0.57181 -0.62038 -3.84029  0.081
H5 1.13587 0.12663 -2.04852  0.068
H6 1.02976 1.80693 -1.47512  0.068
H7 3.87642 -2.67620 3.10943  0.133
H8 4.09713 1.00980 1.57545  0.136
H9 -2.29252 2.54707 -2.97248  0.083
H10 4.95930 -0.56211 -0.15107  0.133
H11 -0.65243 3.13844 -3.31886  0.084
H12 3.01819 1.05330 0.15674  0.124
H13 -1.22666 3.01372 -1.63886  0.078
H14 1.84773 -1.18766 3.50505  0.139
H15 -0.62278 0.93365 -4.70232  0.086
H16 1.33819 1.47244 -3.19320  0.082
H17 2.73354 -2.66180 1.73880  0.133

=====

2.
ORCA calculation (the ωB97M-V functional and the def2-TZVPD basis) on a structure of composition C13H17N6STc.

Output
- HOMO level (alpha / beta) (eV) = -18.867 / -19.009
- lowest unoccupied orbital energy (alpha / beta) (hartree) = -0.4736 / -0.4912
- net charge = +3
- frontier orbital gap (alpha / beta) (eV) = 6.0 / 5.6
- spin multiplicity = 4

Last column: Löwdin charge in e.
Atoms and positions in Å:
Tc1 -2.03178 -1.27976 -0.03672  1.420
S1 -1.43127 -3.09032 1.26714  0.732
N1 -2.73969 -0.26189 -1.63445  -0.113
N2 0.83302 1.35370 1.69844  -0.041
N3 -0.93560 0.07127 0.60604  -0.030
N4 0.46399 -4.76902 0.38378  0.163
N5 -1.02722 -2.23284 -1.45623  -0.191
N6 -0.34607 -3.40837 -1.23046  0.053
C1 1.48339 2.61114 1.37140  -0.115
C2 2.97537 2.37118 1.22120  -0.135
C3 -3.60310 0.74932 -1.53348  -0.075
C4 -2.32186 0.22990 -3.92900  0.040
C5 -1.11457 -1.65617 -2.68967  0.074
C6 -3.99500 1.42773 -2.64940  0.041
C7 -0.07671 0.87867 0.92817  -0.045
C8 -0.39649 -3.79950 0.02658  -0.754
C9 -3.30081 1.19743 -3.86044  0.056
C10 2.76407 0.28336 2.77047  -0.160
C11 -2.05826 -0.58778 -2.85642  -0.188
C12 1.31011 0.64415 2.90454  -0.091
C13 3.66218 1.49505 2.39085  -0.119
H1 3.18589 -0.26533 3.60218  0.129
H2 1.22792 3.43482 2.10589  0.175
H3 1.18119 2.92130 0.34738  0.145
H4 -0.33068 -1.96952 -3.39610  0.176
H5 -3.95539 0.95967 -0.54149  0.133
H6 3.46974 3.32253 1.13512  0.126
H7 2.79683 -0.47762 1.94339  0.132
H8 -1.77626 0.01634 -4.90156  0.180
H9 -4.80371 2.15023 -2.58692  0.150
H10 0.65837 -5.41814 -0.34682  0.132
H11 4.66751 1.18715 2.02068  0.135
H12 1.09867 1.40102 3.68718  0.162
H13 0.36052 -5.25384 1.29010  0.147
H14 3.13977 1.84410 0.32219  0.099
H15 0.56250 -0.23601 3.04844  0.163
H16 3.79856 2.18873 3.24549  0.127
H17 -3.39512 1.96733 -4.66751  0.170

=====

3.
ORCA calculation (the ωB97M-V functional and the def2-TZVPD basis) on the molecule C13H17P.

Output
- HOMO level (eV) = -7.050
- lowest unoccupied orbital energy (hartree) = 0.0007
- net charge = 0
- SMILES = CP[C@]12C=CC=CC1=C(C)C(C)=C2C
- frontier orbital gap (eV) = 7.1

Last column: Löwdin charge in e.
Atoms and positions in Å:
P1 -1.62928 0.45123 2.07247  0.978
C1 1.29956 -0.25224 0.65574  -0.181
C2 1.00380 -0.78580 -0.55645  -0.196
C3 -0.57331 -0.40603 -2.64865  0.000
C4 -0.39969 0.97477 -0.39153  -0.280
C5 -0.93461 3.36634 0.01511  -0.073
C6 0.52066 2.04027 1.63157  -0.133
C7 -1.02100 2.21569 -0.71335  -0.062
C8 -2.36375 -0.80504 0.98616  -0.365
C9 0.01210 3.24487 1.16743  -0.098
C10 -0.07913 -0.07867 -1.20647  -0.174
C11 1.79541 -2.00835 -1.02973  -0.016
C12 0.18422 0.74788 0.94868  -0.376
C13 2.25579 -0.72437 1.74806  -0.032
H1 -0.84986 -1.43468 -2.56794  0.066
H2 -1.27664 0.19029 -3.13659  0.050
H3 -1.89307 -0.61557 -0.02980  0.036
H4 1.24262 2.04095 2.46368  0.100
H5 3.10314 -1.33891 1.27942  0.086
H6 0.31522 -0.47885 -3.27862  0.078
H7 -2.05840 1.54477 1.51090  -0.124
H8 -1.34930 4.28135 -0.24309  0.070
H9 -3.41703 -0.62435 0.87691  0.013
H10 -1.46406 2.28867 -1.68742  0.102
H11 0.14880 4.20860 1.75576  0.109
H12 2.14947 -2.08340 -2.08412  0.088
H13 1.77421 -1.37313 2.41347  0.052
H14 1.01473 -2.70837 -0.99399  0.060
H15 2.58743 -2.16497 -0.25810  0.067
H16 -2.22915 -1.77947 1.62244  0.061
H17 2.60068 0.22325 2.29949  0.095

=====

4.
ORCA calculation (the ωB97M-V functional and the def2-TZVPD basis) on a cluster of 2 separate species, C13H18BrF10NO2S in total.

Output
- HOMO level (eV) = -10.645
- lowest unoccupied orbital energy (hartree) = -0.0857
- net charge = 0
- SMILES = CC[C@H](F)[C@H](CCCCC(F)(F)C(F)(F)S(F)(F)(F)(F)F)OC(=O)Br.CC#N
- frontier orbital gap (eV) = 8.3

Last column: Löwdin charge in e.
Atoms and positions in Å:
Br1 0.02146 -1.14803 -6.58809  0.646
S1 3.63054 0.99516 1.94383  1.086
F1 2.57963 -2.09656 0.32193  -0.019
F2 1.67461 0.67932 0.11536  0.007
F3 0.36314 2.01416 -2.42034  -0.099
F4 4.60332 -0.31141 1.44875  -0.169
F5 3.73301 1.63803 0.32007  -0.203
F6 2.64863 -2.07784 2.69807  -0.026
F7 3.58718 0.53715 3.58896  -0.177
F8 5.07552 1.86268 2.28945  -0.182
F9 2.73371 2.43382 2.35226  -0.205
F10 1.01210 0.67700 2.52697  -0.003
O1 -0.09148 1.59128 -5.42849  -0.035
O2 0.64695 -0.05851 -3.83113  -0.139
N1 -3.36214 -1.60313 3.40432  0.126
C1 -2.12160 1.93278 -2.79676  -0.179
C2 0.00443 -1.50204 -1.89014  -0.133
C3 -0.51286 -0.31678 -2.91381  -0.215
C4 -1.99017 3.49081 -2.20282  -0.125
C5 2.01377 0.18993 1.50524  -0.201
C6 -0.73523 -1.29910 0.77584  -0.185
C7 -1.05861 -1.93990 -0.73541  -0.171
C8 1.94612 -1.43161 1.52379  -0.193
C9 -2.64495 -1.21211 4.23266  -0.266
C10 0.42821 -2.08246 1.59700  -0.081
C11 -1.73725 -0.71716 5.28114  -0.072
C12 -0.83281 1.11937 -2.19090  -0.176
C13 0.17786 0.30746 -5.17588  -0.623
H1 -2.11969 -1.49262 -1.03264  0.123
H2 0.17226 -2.46280 -2.57881  0.135
H3 1.06694 -1.18602 -1.52190  0.114
H4 -2.22582 1.90812 -3.96165  0.109
H5 -2.28516 -0.40772 6.17746  0.083
H6 -1.18067 -3.12413 -0.65659  0.128
H7 0.11654 -2.09770 2.74677  0.131
H8 -1.16147 4.10861 -2.76340  0.089
H9 -1.74898 -1.50787 1.37643  0.096
H10 -1.60294 3.34625 -1.08402  0.083
H11 -1.42618 -0.69039 -3.57021  0.169
H12 -0.65225 -0.12330 0.75907  0.103
H13 -3.02651 4.02731 -2.11864  0.076
H14 0.56114 -3.23099 1.30540  0.156
H15 -1.15936 0.14836 4.94032  0.078
H16 -1.01920 -1.48439 5.58975  0.082
H17 -3.13374 1.52168 -2.32951  0.122
H18 -0.96801 1.07529 -1.02969  0.135

=====

5.
ORCA calculation (the ωB97M-V functional and the def2-TZVPD basis) on a structure of composition C13H18F3Sm.

Output
- HOMO level (alpha / beta) (eV) = -17.152 / -17.129
- lowest unoccupied orbital energy (alpha / beta) (hartree) = -0.3406 / -0.3073
- net charge = +2
- frontier orbital gap (alpha / beta) (eV) = 7.9 / 8.8
- spin multiplicity = 6

Last column: Löwdin charge in e.
Atoms and positions in Å:
Sm1 0.08590 0.35020 0.34730  1.973
F1 -3.00670 0.03900 -1.11150  0.192
F2 -1.66070 1.30260 0.59150  -0.367
F3 -2.55030 -0.97060 0.68380  0.101
C1 0.42530 0.25480 3.97500  -0.010
C2 -2.04550 -0.43100 -0.41150  -0.272
C3 0.43680 2.15810 2.29670  -0.242
C4 2.98500 -0.67160 2.77140  0.003
C5 2.01280 2.19540 0.38530  -0.243
C6 0.19160 3.97610 0.54550  -0.012
C7 2.70150 2.99320 -0.69680  0.005
C8 -0.55220 2.88570 3.15780  0.008
C9 3.93730 0.52970 0.28090  -0.013
C10 0.98430 0.91490 2.73570  -0.267
C11 2.13820 0.36730 2.07620  -0.241
C12 0.88560 2.74650 1.07510  -0.262
C13 2.63650 0.99700 0.88190  -0.255
H1 4.09830 -0.53440 0.43150  0.094
H2 0.85790 0.69800 4.87490  0.125
H3 0.63690 -0.81380 4.00340  0.095
H4 4.76550 1.06230 0.75650  0.129
H5 2.42800 4.04170 -0.62870  0.095
H6 0.61160 4.88230 0.98700  0.125
H7 2.84400 -1.68400 2.38790  0.113
H8 2.46780 2.64560 -1.70610  0.114
H9 -0.87120 3.95160 0.78940  0.097
H10 -0.65620 0.39040 4.03270  0.101
H11 -0.45310 3.95870 3.02130  0.103
H12 0.28470 4.05870 -0.53770  0.098
H13 -0.37410 2.66930 4.20730  0.101
H14 3.78040 2.93410 -0.56640  0.103
H15 2.77500 -0.68100 3.83710  0.095
H16 3.98760 0.72710 -0.78700  0.095
H17 4.03730 -0.41690 2.65440  0.104
H18 -1.58450 2.61130 2.92420  0.116

=====

6.
ORCA calculation (the ωB97M-V functional and the def2-TZVPD basis) on a cluster of 2 separate species, C13H18N in total.

Output
- HOMO level (eV) = -13.114
- lowest unoccupied orbital energy (hartree) = -0.1685
- net charge = +1
- frontier orbital gap (eV) = 8.5

Last column: Löwdin charge in e.
Atoms and positions in Å:
N1 0.24882 1.41758 1.42790  0.198
C1 -0.22791 0.71250 -0.78323  -0.180
C2 0.06899 2.00531 -1.24923  -0.006
C3 -0.41721 -0.29781 -1.73321  -0.049
C4 -1.63979 -0.02437 1.27185  -0.159
C5 0.17265 2.26742 -2.59993  -0.043
C6 0.95151 -1.35545 0.92613  -0.193
C7 -0.37955 0.53219 0.66199  -0.235
C8 1.15605 -1.24437 2.22084  -0.089
C9 -0.30313 -0.02823 -3.08487  -0.037
C10 0.00257 1.24978 -3.52529  -0.034
C11 2.11573 -1.26437 -0.02388  -0.048
C12 -2.47860 -1.01176 0.47240  -0.069
C13 1.40036 -0.96466 3.45164  0.061
H1 2.91389 -0.65330 0.38832  0.092
H2 1.81159 -1.69939 4.12501  0.083
H3 2.51117 -2.26469 -0.19695  0.095
H4 -2.72936 -0.61505 -0.50742  0.083
H5 0.09514 -1.90783 0.56818  0.104
H6 0.06612 1.44914 2.41966  0.133
H7 -3.40584 -1.19178 1.00953  0.091
H8 1.81638 -0.86046 -0.98737  0.062
H9 -1.98619 -1.97314 0.35468  0.074
H10 -1.40949 -0.44874 2.25160  0.123
H11 1.24527 0.01170 3.88376  0.070
H12 -0.43993 -0.82497 -3.79788  0.119
H13 -2.26546 0.85919 1.45104  0.147
H14 1.07795 1.88642 1.09796  0.141
H15 0.38442 3.27187 -2.93061  0.118
H16 0.15879 2.82718 -0.55349  0.117
H17 -0.62027 -1.31079 -1.43062  0.113
H18 0.10534 1.45088 -4.57849  0.118

=====

7.
ORCA calculation (the ωB97M-V functional and the def2-TZVPD basis) on a cluster of 2 separate species, C13H18N2O2 in total.

Output
- HOMO level (eV) = -7.363
- lowest unoccupied orbital energy (hartree) = -0.0202
- net charge = 0
- frontier orbital gap (eV) = 6.8

Last column: Löwdin charge in e.
Atoms and positions in Å:
O1 -1.78792 -2.10346 2.37606  -0.076
O2 -2.31396 -2.76085 4.51878  0.038
N1 -4.36890 -0.74446 3.23813  -0.054
N2 -1.03376 0.05660 0.30897  -0.121
C1 -5.13547 -2.75629 4.13656  -0.105
C2 -1.82878 0.76060 -0.70295  -0.014
C3 -1.68157 -0.32605 1.44219  0.091
C4 -2.57602 -2.34233 3.38529  -0.548
C5 0.37309 0.08662 0.22694  -0.204
C6 -4.10327 -2.10720 3.14846  -0.290
C7 1.07287 1.03493 -0.56286  -0.027
C8 1.10926 -0.83218 1.00142  -0.003
C9 -5.44623 -0.32929 4.08044  -0.221
C10 2.50417 -0.87119 0.91827  -0.064
C11 -6.09741 -1.63321 4.59169  -0.153
C12 2.47477 1.07365 -0.54594  -0.078
C13 3.18911 0.08635 0.15350  -0.086
H1 -4.30344 -2.49564 2.13450  0.127
H2 0.55513 -1.52342 1.63477  0.109
H3 -6.17825 0.35482 3.58909  0.108
H4 -4.62619 -3.23832 4.97169  0.103
H5 -2.15821 1.73822 -0.32532  0.107
H6 -2.71460 0.16980 -0.93521  0.101
H7 -7.06716 -1.76168 4.09426  0.099
H8 -5.00944 0.23361 4.92644  0.105
H9 0.52044 1.78092 -1.13929  0.100
H10 -3.84482 -0.02418 2.75700  0.098
H11 -5.68136 -3.50515 3.56237  0.101
H12 -2.74311 -0.47038 1.27860  0.100
H13 -1.20137 0.88564 -1.58297  0.082
H14 4.27876 0.06991 0.11458  0.103
H15 -1.25789 0.01465 2.39488  0.146
H16 2.99940 1.87334 -1.07812  0.107
H17 3.05669 -1.64717 1.46279  0.114
H18 -6.25495 -1.60367 5.67772  0.104